[1]
32
Properties=species:S:1:pos:R:3:forces:R:3 method="wB97M-V/def2-TZVPD" spin_multiplicity=2 charge=+2 e_tot_ev=-57992.834 s_squared=0.751
C 1.211 -0.723 -0.468 -0.138 -4.108 1.470
I 1.417 2.542 -0.637 0.460 -0.671 2.032
H 0.270 -0.978 -1.132 1.200 2.024 1.592
H 1.072 -1.642 0.186 1.235 0.680 -0.218
H 1.931 -0.986 -1.248 0.423 0.056 0.405
Ce -1.016 0.426 0.731 -0.822 0.574 -0.743
P -0.206 0.576 -2.564 -2.054 1.510 -1.865
C 1.331 0.715 -3.567 0.030 0.137 0.408
C -0.805 -0.933 -3.363 -0.220 -0.567 0.181
H -2.372 1.675 -2.849 0.694 0.171 -0.539
H -1.471 1.606 -4.457 0.063 0.330 1.010
H -1.009 2.842 -3.163 -0.401 -0.693 -0.292
C -1.385 1.809 -3.357 0.332 -0.129 0.287
H -1.729 -1.297 -2.942 -0.504 0.053 0.162
H -0.957 -0.771 -4.423 0.021 0.058 -0.233
H 1.100 0.668 -4.636 -0.078 0.000 0.233
H 1.949 -0.145 -3.309 0.209 -0.018 -0.170
H -0.101 -1.745 -3.259 0.425 -0.333 -0.034
H 1.889 1.623 -3.345 -0.029 -0.071 -0.173
C 1.972 0.369 0.420 4.140 0.064 -1.657
O 3.074 0.203 0.939 -5.829 0.811 -1.718
Cl -3.398 0.238 -0.193 0.855 0.021 0.372
N -0.607 -1.398 5.372 0.849 0.142 0.721
C 0.179 -0.147 4.925 -0.438 -0.579 -0.205
C -0.292 0.069 3.522 -1.125 0.883 -2.210
O -0.171 1.160 2.866 0.527 -0.551 1.100
O -0.883 -0.902 2.967 0.287 -0.115 -0.410
H -1.523 -1.213 5.821 0.374 0.038 -0.599
H -0.035 -1.832 6.078 0.203 -0.353 0.818
H -0.680 -2.122 4.626 -0.323 0.987 0.074
H -0.004 0.722 5.573 0.034 -0.490 -0.081
H 1.250 -0.410 4.886 -0.400 0.139 0.282

=====

[2]
71
Properties=species:S:1:pos:R:3:forces:R:3 method="wB97M-V/def2-TZVPD" spin_multiplicity=2 charge=+2 e_tot_ev=-73855.025 s_squared=0.834
Tc -0.458 -0.545 0.951 0.980 0.466 1.149
C 4.446 -0.479 0.894 0.460 -0.709 0.469
N 3.793 0.490 0.059 -0.842 0.639 -0.297
C 4.336 1.079 -1.044 -0.041 0.468 -0.487
C 3.417 1.940 -1.548 0.440 -0.199 -0.078
N 2.307 1.885 -0.739 0.780 -0.918 0.346
C 2.548 0.968 0.238 -0.130 0.129 -0.215
S 1.598 0.564 1.600 -0.850 -0.903 0.638
C 1.174 2.723 -0.823 -1.204 0.819 -0.051
C 1.205 3.902 -1.567 0.128 -0.255 0.113
C 0.066 4.692 -1.580 -0.091 -0.195 0.153
C -1.047 4.282 -0.861 0.210 0.012 0.075
C -0.968 3.095 -0.155 -0.074 0.440 -0.018
N 0.110 2.328 -0.137 0.474 -0.136 -0.483
H 5.480 -0.183 1.068 -0.086 0.056 -0.057
H 4.431 -1.457 0.410 -0.002 0.072 0.029
H 3.926 -0.540 1.847 0.086 -0.012 -0.108
H 5.331 0.859 -1.378 0.120 -0.054 -0.084
H 3.466 2.553 -2.423 0.025 0.125 -0.109
H 2.081 4.218 -2.108 0.125 0.021 0.007
H 0.059 5.619 -2.131 0.008 0.067 -0.081
H -1.956 4.859 -0.842 -0.096 0.124 -0.023
H -1.804 2.721 0.413 -0.094 0.039 -0.031
O -1.737 0.947 1.698 0.323 -1.150 -1.686
N -1.778 1.270 2.967 0.274 -0.192 1.481
C -2.441 2.375 3.346 -0.330 0.497 0.118
C -2.448 2.773 4.660 0.048 -0.137 -0.179
C -1.735 2.036 5.604 0.027 -0.216 -0.210
C -1.095 0.883 5.204 -0.133 0.259 0.055
C -1.149 0.486 3.870 0.136 -0.108 -0.263
S -0.452 -0.993 3.301 -0.049 0.106 -1.157
H -2.946 2.914 2.560 0.016 -0.058 -0.067
H -3.002 3.652 4.944 -0.019 0.134 -0.050
H -1.689 2.361 6.630 -0.018 0.006 0.128
H -0.536 0.282 5.902 0.026 -0.142 0.048
C 1.316 -3.365 2.720 -0.231 0.079 -0.812
Si 1.028 -3.631 0.868 0.325 -0.523 0.739
C -0.276 -5.015 0.710 0.704 0.475 -0.177
C 2.740 -3.865 0.037 -0.740 0.018 0.274
N 0.253 -2.190 0.051 -0.452 1.329 2.137
C -0.110 -2.408 -1.247 -0.779 0.487 -1.779
C 0.278 -3.498 -2.052 -0.114 0.160 0.191
C -0.236 -3.682 -3.316 0.001 -0.049 -0.082
C -1.150 -2.784 -3.853 0.201 0.046 0.263
C -1.502 -1.658 -3.130 -0.157 0.260 0.215
C -0.973 -1.469 -1.865 0.477 -1.006 -0.262
O -1.262 -0.377 -1.066 0.240 -0.171 0.416
C -2.008 0.648 -1.658 -0.816 0.988 -0.490
C -3.298 0.880 -1.210 0.398 -0.355 0.086
C -4.051 1.878 -1.806 0.028 0.114 -0.092
C -3.514 2.639 -2.833 -0.102 -0.012 0.039
C -2.220 2.402 -3.270 0.020 -0.120 0.023
C -1.464 1.398 -2.693 0.095 -0.318 0.264
H 1.937 -4.167 3.099 0.203 -0.301 -0.069
H 0.384 -3.412 3.270 -0.169 -0.091 0.108
H 1.808 -2.431 2.965 0.183 0.186 -0.008
H -0.039 -5.831 1.385 0.123 -0.116 0.181
H -0.354 -5.430 -0.289 -0.012 -0.068 -0.125
H -1.260 -4.644 0.985 -0.104 0.174 0.092
H 3.540 -3.653 0.737 0.050 0.072 0.236
H 2.882 -3.245 -0.843 -0.034 0.125 -0.142
H 2.872 -4.897 -0.269 0.015 -0.280 -0.120
H 0.983 -4.215 -1.679 0.109 -0.174 0.071
H 0.067 -4.545 -3.888 0.049 -0.073 -0.045
H -1.571 -2.949 -4.829 -0.066 -0.008 -0.146
H -2.194 -0.940 -3.543 -0.031 -0.014 -0.027
H -3.700 0.271 -0.414 -0.087 -0.055 0.083
H -5.066 2.046 -1.482 -0.096 0.021 0.061
H -4.108 3.405 -3.306 -0.060 0.078 -0.016
H -1.800 2.994 -4.067 0.049 0.040 -0.121
H -0.466 1.184 -3.044 0.150 -0.012 -0.038

=====

What did the first record say?
32
Properties=species:S:1:pos:R:3:forces:R:3 method="wB97M-V/def2-TZVPD" spin_multiplicity=2 charge=+2 e_tot_ev=-57992.834 s_squared=0.751
C 1.211 -0.723 -0.468 -0.138 -4.108 1.470
I 1.417 2.542 -0.637 0.460 -0.671 2.032
H 0.270 -0.978 -1.132 1.200 2.024 1.592
H 1.072 -1.642 0.186 1.235 0.680 -0.218
H 1.931 -0.986 -1.248 0.423 0.056 0.405
Ce -1.016 0.426 0.731 -0.822 0.574 -0.743
P -0.206 0.576 -2.564 -2.054 1.510 -1.865
C 1.331 0.715 -3.567 0.030 0.137 0.408
C -0.805 -0.933 -3.363 -0.220 -0.567 0.181
H -2.372 1.675 -2.849 0.694 0.171 -0.539
H -1.471 1.606 -4.457 0.063 0.330 1.010
H -1.009 2.842 -3.163 -0.401 -0.693 -0.292
C -1.385 1.809 -3.357 0.332 -0.129 0.287
H -1.729 -1.297 -2.942 -0.504 0.053 0.162
H -0.957 -0.771 -4.423 0.021 0.058 -0.233
H 1.100 0.668 -4.636 -0.078 0.000 0.233
H 1.949 -0.145 -3.309 0.209 -0.018 -0.170
H -0.101 -1.745 -3.259 0.425 -0.333 -0.034
H 1.889 1.623 -3.345 -0.029 -0.071 -0.173
C 1.972 0.369 0.420 4.140 0.064 -1.657
O 3.074 0.203 0.939 -5.829 0.811 -1.718
Cl -3.398 0.238 -0.193 0.855 0.021 0.372
N -0.607 -1.398 5.372 0.849 0.142 0.721
C 0.179 -0.147 4.925 -0.438 -0.579 -0.205
C -0.292 0.069 3.522 -1.125 0.883 -2.210
O -0.171 1.160 2.866 0.527 -0.551 1.100
O -0.883 -0.902 2.967 0.287 -0.115 -0.410
H -1.523 -1.213 5.821 0.374 0.038 -0.599
H -0.035 -1.832 6.078 0.203 -0.353 0.818
H -0.680 -2.122 4.626 -0.323 0.987 0.074
H -0.004 0.722 5.573 0.034 -0.490 -0.081
H 1.250 -0.410 4.886 -0.400 0.139 0.282